C22H25NO3 | ωB97M-V/def2-TZVPD

Geometry as XYZ:
```
51
Properties=species:S:1:pos:R:3:forces:R:3
C -5.937690 -1.734197 1.227795 -0.17 0.04 0.14
O -4.812730 -1.823172 0.392457 0.38 0.12 -0.21
C -3.976606 -0.747732 0.319411 -0.04 -0.13 -0.03
C -4.135955 0.437717 1.012427 -0.18 -0.32 0.00
C -3.221160 1.473938 0.865269 0.21 0.08 -0.13
C -2.141216 1.342248 0.017852 -0.23 0.23 0.14
C -1.113765 2.426884 -0.144666 0.08 -0.14 0.21
C 0.189806 2.040530 0.573136 -0.18 -0.02 -0.22
N 1.358475 2.597593 -0.098012 0.16 -0.01 0.02
C 1.542081 4.003310 0.198236 0.03 0.06 -0.04
C 2.562606 1.816233 0.186532 0.15 -0.10 0.00
C 2.481859 0.417680 -0.389972 -0.15 0.29 -0.27
C 1.899793 0.233581 -1.634535 0.20 0.00 0.38
O 1.377765 1.244894 -2.362318 0.02 -0.10 -0.31
C 1.817705 -1.050966 -2.211227 0.02 -0.14 -0.01
C 2.305784 -2.137610 -1.553952 -0.11 0.22 -0.18
C 2.920228 -1.996606 -0.293096 0.07 0.18 0.18
C 3.444052 -3.118405 0.379958 0.08 -0.05 0.14
C 4.067704 -2.989500 1.587942 -0.03 -0.21 -0.12
C 4.192326 -1.719254 2.165423 -0.02 0.18 0.02
C 3.687866 -0.613401 1.539408 0.09 0.07 0.21
C 3.023880 -0.703611 0.294191 -0.07 -0.36 -0.20
C -1.975280 0.149438 -0.686060 -0.10 -0.23 -0.05
C -2.869081 -0.894497 -0.547138 -0.07 -0.18 -0.01
O -2.779625 -2.090869 -1.191593 -0.32 0.24 0.31
C -1.689542 -2.299480 -2.054772 0.22 -0.03 -0.11
H -6.607858 -0.924232 0.919385 0.04 -0.02 0.02
H -6.455598 -2.686669 1.125688 0.00 0.08 0.04
H -5.653486 -1.588830 2.275878 -0.01 0.01 -0.05
H -4.972544 0.573307 1.679159 -0.10 -0.05 0.05
H -3.368208 2.388383 1.420634 0.00 0.12 0.04
H -1.500516 3.370574 0.241435 -0.03 0.04 -0.07
H -0.893196 2.553196 -1.206850 0.02 0.06 0.00
H 0.286729 0.952423 0.551185 -0.02 0.09 0.03
H 0.149222 2.348919 1.629321 0.06 -0.05 -0.01
H 2.372179 4.392779 -0.390688 0.00 0.06 0.01
H 1.751157 4.185261 1.262745 -0.01 -0.02 0.02
H 0.638920 4.544525 -0.076251 -0.01 0.10 0.02
H 2.741572 1.782160 1.269684 0.03 0.04 -0.08
H 3.410992 2.339322 -0.272306 -0.05 0.03 0.10
H 1.332355 2.036414 -1.777938 -0.08 0.02 0.23
H 1.356135 -1.131778 -3.183358 -0.06 -0.03 -0.11
H 2.234836 -3.122162 -1.993106 0.00 -0.10 -0.06
H 3.345404 -4.087834 -0.087822 0.00 -0.10 -0.03
H 4.469387 -3.852592 2.097610 0.02 -0.08 0.01
H 4.696406 -1.615489 3.115521 0.03 0.05 0.07
H 3.817542 0.346447 2.014366 0.00 0.06 0.03
H -1.130543 0.058201 -1.350251 0.15 -0.07 -0.13
H -1.692607 -1.587669 -2.886971 0.02 0.00 0.03
H -1.814540 -3.308513 -2.444644 0.04 0.06 -0.01
H -0.733031 -2.230885 -1.525117 -0.07 0.02 -0.03
```
Forces are in eV/Å.

* Kohn-Sham gap: 8.570 eV
* energy above the lowest of the compared OMol25 structures with the same formula, charge and spin: 58.3 kcal per mole
* strongest force on any atom: 0.51 eV/A
* SMILES: COc1ccc(CCN(C)Cc2c(O)ccc3ccccc23)cc1OC
* 2S+1: 1
* LUMO level: 0.7 eV